The following is a quantum chemistry calculation of a structure of composition C40H54BrF9IrN4O2PSSi at a distorted geometry, from OMol25.

Output
2S+1 = 6
HOMO level (alpha / beta) = -15.627 / -16.319 eV
Gap between HOMO and LUMO (alpha / beta) = 7.2 / 5.4 eV
Charge = +3
Lowest unoccupied orbital energy (alpha / beta) = -8.4657 / -10.9333 eV

Geometry (Å):
1 Ir -1.500278 -0.470938 1.365110
2 C -4.924664 -3.407522 1.834529
3 C -3.614973 -2.688700 1.820627
4 N -3.443421 -1.418836 2.019574
5 O -4.473252 -0.596999 2.277499
6 C -2.379019 -3.408982 1.577929
7 C -2.256563 -4.881829 1.689757
8 N -1.321717 -2.649851 1.263161
9 O -0.211519 -3.159529 1.033101
10 H -5.782745 -2.739462 1.852248
11 H -4.994377 -4.055307 2.710751
12 H -5.013486 -4.036961 0.948684
13 H -5.324764 -1.065061 2.209277
14 H -3.220912 -5.370149 1.776591
15 H -1.659401 -5.129014 2.573527
16 H -1.713126 -5.281452 0.831377
17 C 3.365949 -3.603085 -2.088747
18 C 3.861189 -2.205750 -2.388411
19 C 5.262978 -2.173869 -2.944884
20 C 2.860649 -1.427988 -3.218167
21 Si 3.976439 -1.250414 -0.509938
22 Br 1.841550 -0.676411 -0.043681
23 C 4.539680 -2.499653 0.870885
24 C 3.481251 -3.553518 1.197581
25 C 5.858798 -3.174801 0.483208
26 C 4.766549 -1.634661 2.123807
27 C 4.891391 0.472540 -0.701607
28 C 4.466699 1.216073 -1.964635
29 C 4.496636 1.334816 0.509763
30 C 6.403807 0.230472 -0.697438
31 H 3.160028 -4.079192 -3.054762
32 H 2.432668 -3.611214 -1.523953
33 H 4.109407 -4.218105 -1.587695
34 H 5.281407 -2.806832 -3.841040
35 H 6.004753 -2.594321 -2.262566
36 H 5.573273 -1.177771 -3.254173
37 H 2.880861 -1.872621 -4.220762
38 H 3.103925 -0.375381 -3.345258
39 H 1.848741 -1.520125 -2.830590
40 H 3.456185 -4.362038 0.469569
41 H 2.480359 -3.137634 1.295621
42 H 3.739267 -4.006002 2.158533
43 H 5.769754 -3.797230 -0.407317
44 H 6.169612 -3.838671 1.293854
45 H 6.663713 -2.455175 0.325030
46 H 3.857937 -1.119659 2.441919
47 H 5.568923 -0.909601 1.992659
48 H 5.070488 -2.300772 2.934819
49 H 3.382868 1.329537 -2.028449
50 H 4.837823 0.751047 -2.877607
51 H 4.892184 2.222733 -1.934655
52 H 3.450831 1.635879 0.470191
53 H 5.109112 2.239809 0.480466
54 H 4.687292 0.847579 1.462829
55 H 6.733228 -0.470746 -1.465081
56 H 6.757111 -0.123993 0.271855
57 H 6.908684 1.178934 -0.898110
58 C -3.730086 1.792695 5.268372
59 N -2.781729 1.142586 4.370885
60 C -1.490974 1.433209 4.316546
61 S -0.423335 0.503435 3.289386
62 N -1.001869 2.401319 5.069408
63 C 0.381502 2.871528 5.122376
64 H -4.673097 1.256980 5.226564
65 H -3.913638 2.829117 4.976404
66 H -3.374585 1.762993 6.299546
67 H -3.135000 0.438446 3.747193
68 H -1.638799 2.884964 5.686743
69 H 0.752932 2.818243 6.143954
70 H 0.428581 3.906904 4.787328
71 H 1.007478 2.257804 4.486840
72 F 1.760434 4.090309 -4.874883
73 C 2.218395 3.515067 -3.768054
74 F 2.902884 4.421892 -3.061879
75 F 3.100710 2.553096 -4.140940
76 C 1.113072 2.885501 -2.954385
77 C 1.198899 2.879699 -1.567550
78 C 0.214650 2.243781 -0.833892
79 C -0.847467 1.616506 -1.484713
80 C -0.927546 1.626584 -2.873365
81 C 0.060499 2.263190 -3.609088
82 P -2.159964 0.957809 -0.414365
83 C -3.048651 2.486390 -0.001290
84 C -3.703270 3.224921 -0.983741
85 C -4.207083 4.478621 -0.677221
86 C -4.039736 4.995097 0.599759
87 C -3.400986 4.258339 1.587564
88 C -2.911170 3.000184 1.285733
89 C -4.560480 6.369948 0.956234
90 F -5.717267 6.272032 1.630405
91 F -4.769024 7.117824 -0.125894
92 F -3.684750 7.008117 1.751326
93 C -3.225843 -0.094453 -1.427292
94 C -4.613192 -0.007378 -1.344328
95 C -5.405113 -0.908764 -2.040809
96 C -4.803193 -1.892946 -2.809499
97 C -3.418181 -1.999778 -2.885960
98 C -2.628810 -1.109694 -2.182149
99 C -5.641405 -2.911565 -3.547338
100 F -5.183565 -3.100473 -4.788305
101 F -6.923329 -2.556455 -3.611950
102 F -5.572876 -4.097621 -2.902368
103 H 2.020513 3.385168 -1.077999
104 H 0.264334 2.226019 0.250546
105 H -1.750278 1.146456 -3.386676
106 H 0.010937 2.288887 -4.689828
107 H -3.812770 2.833163 -1.988015
108 H -4.716142 5.061495 -1.432845
109 H -3.280109 4.681605 2.575878
110 H -2.409092 2.407704 2.039982
111 H -5.072050 0.770231 -0.745554
112 H -6.483839 -0.842750 -1.996006
113 H -2.977556 -2.771339 -3.503784
114 H -1.547756 -1.194230 -2.213809

Cartesian forces, eV/Å:
0.042 0.067 0.813
0.059 -0.039 0.128
-0.134 -0.061 0.022
0.289 0.226 -0.410
-0.196 0.094 0.030
-0.373 -1.023 0.139
0.000 0.149 -0.137
0.694 1.945 -0.083
-0.255 -0.718 0.078
-0.074 -0.065 -0.050
-0.020 0.026 0.010
-0.021 0.037 -0.017
0.012 -0.063 0.070
-0.014 -0.001 0.004
0.019 0.025 0.007
0.017 0.008 0.018
0.043 0.056 0.489
-0.131 -0.693 -1.513
0.207 0.254 0.377
-0.091 0.308 0.258
0.036 0.723 1.264
0.120 -0.230 -0.132
-0.031 0.033 -0.547
0.004 -0.127 0.019
0.080 -0.008 0.006
0.004 0.148 -0.012
-0.052 -0.433 -0.295
0.052 -0.015 0.067
-0.043 -0.057 0.108
0.064 -0.041 0.060
0.016 0.106 -0.085
0.002 -0.005 -0.014
-0.038 -0.001 -0.002
-0.125 -0.058 0.009
-0.005 -0.004 -0.057
-0.003 -0.040 -0.002
0.101 -0.076 0.012
-0.008 -0.039 0.002
-0.009 -0.014 -0.006
-0.022 0.032 0.000
-0.056 0.053 0.006
0.034 -0.007 -0.013
0.008 -0.008 0.025
0.001 0.035 0.029
-0.002 -0.035 -0.003
0.017 0.017 0.007
-0.016 -0.025 0.032
-0.008 -0.043 -0.023
0.079 -0.072 0.029
-0.035 0.045 0.007
0.021 0.003 0.016
-0.006 -0.007 -0.004
0.032 -0.008 -0.058
-0.041 0.090 0.006
0.007 0.040 0.030
0.025 -0.007 -0.037
-0.011 0.013 0.017
-0.043 0.135 0.016
-0.152 0.135 0.206
-0.204 -0.195 -0.046
0.044 -0.243 -0.872
0.079 -0.035 -0.025
0.135 0.098 0.050
0.011 -0.018 -0.024
0.023 -0.008 -0.011
-0.002 -0.052 -0.005
0.080 -0.075 -0.045
-0.087 -0.050 -0.030
-0.061 -0.056 0.003
-0.027 -0.033 -0.025
0.021 -0.017 -0.027
0.015 0.001 0.015
0.088 -0.070 0.022
-0.046 -0.056 -0.058
-0.084 0.143 -0.125
0.035 0.011 0.066
-0.071 0.073 -0.075
-0.065 -0.059 -0.012
0.094 -0.206 0.235
-0.012 -0.044 0.004
0.040 0.027 -0.020
-0.124 0.358 -0.300
0.034 -0.266 0.311
0.028 -0.059 -0.038
-0.043 0.017 -0.020
0.047 -0.009 0.072
-0.041 0.012 -0.055
-0.031 -0.092 -0.028
-0.026 0.069 0.075
0.066 -0.004 -0.055
0.006 -0.035 0.049
-0.088 -0.032 -0.091
0.070 -0.101 0.190
0.047 0.091 0.053
0.017 -0.050 -0.019
-0.039 0.003 -0.004
-0.061 0.018 -0.001
0.006 -0.007 0.037
0.007 -0.115 -0.020
-0.057 -0.001 0.093
0.067 -0.012 -0.003
-0.016 0.085 -0.058
-0.019 -0.008 0.029
0.048 0.069 -0.010
-0.015 0.035 -0.015
-0.035 -0.013 0.003
0.010 0.036 -0.017
0.020 0.004 -0.004
0.010 -0.005 0.002
0.028 0.078 0.012
-0.033 -0.005 -0.041
0.003 0.023 -0.020
0.043 0.001 0.027
-0.005 0.000 -0.068

Results of the Löwdin charge analysis, in e, for atoms 1 through 99:
1. Ir 0.82
2. C 0.03
3. C -0.23
4. N -0.10
5. O 0.02
6. C -0.18
7. C 0.03
8. N -0.19
9. O 0.01
10. H 0.09
11. H 0.12
12. H 0.12
13. H 0.12
14. H 0.09
15. H 0.13
16. H 0.11
17. C -0.05
18. C -0.49
19. C -0.04
20. C -0.07
21. Si 0.62
22. Br 0.57
23. C -0.62
24. C -0.09
25. C -0.07
26. C -0.08
27. C -0.60
28. C -0.10
29. C -0.09
30. C -0.06
31. H 0.13
32. H 0.09
33. H 0.08
34. H 0.13
35. H 0.09
36. H 0.09
37. H 0.13
38. H 0.07
39. H 0.06
40. H 0.08
41. H 0.03
42. H 0.10
43. H 0.07
44. H 0.11
45. H 0.08
46. H 0.08
47. H 0.07
48. H 0.11
49. H 0.05
50. H 0.08
51. H 0.11
52. H 0.05
53. H 0.11
54. H 0.06
55. H 0.07
56. H 0.08
57. H 0.11
58. C -0.02
59. N -0.03
60. C -0.74
61. S 0.62
62. N 0.01
63. C -0.04
64. H 0.10
65. H 0.10
66. H 0.11
67. H 0.07
68. H 0.14
69. H 0.11
70. H 0.10
71. H 0.04
72. F 0.18
73. C -0.58
74. F 0.16
75. F 0.13
76. C -0.10
77. C -0.01
78. C -0.13
79. C -0.36
80. C -0.05
81. C 0.03
82. P 0.93
83. C -0.35
84. C -0.05
85. C 0.03
86. C -0.08
87. C 0.01
88. C -0.08
89. C -0.59
90. F 0.16
91. F 0.17
92. F 0.15
93. C -0.38
94. C -0.06
95. C 0.02
96. C -0.09
97. C 0.02
98. C -0.09
99. C -0.59